Record 1
C15H44F9HfO27S7 | the ωB97M-V functional and the def2-TZVPD basis

## Properties
net charge = +1
ΔE to the lowest compared entry with this formula, charge and spin = 0.0 kcal/mol

The geometry in XYZ format:
```
103
Properties=species:S:1:pos:R:3:forces:R:3:lowdin_charge:R:1
Hf -19.756830 0.891260 -0.690940 -1.38 -9.21 6.35 2.34
C -20.813030 -0.636590 3.782060 -0.01 -0.93 1.13 -0.54
F -21.446280 -0.500910 4.958900 1.02 1.59 -0.77 0.16
F -19.454680 -0.251340 3.858130 -2.29 -0.71 -0.12 0.07
F -20.968950 -1.940090 3.581090 1.53 0.44 -0.85 0.14
S -21.763650 0.262940 2.411700 -8.18 -2.10 2.98 0.60
O -22.425630 1.413370 3.048940 2.75 -1.06 -1.36 -0.26
O -20.846530 0.508710 1.295420 3.59 2.97 -4.61 -0.46
O -22.734190 -0.765770 1.991680 2.56 1.90 0.69 -0.24
C -23.601070 -0.582920 -3.182430 0.12 0.49 1.77 -0.53
F -24.325040 -1.475380 -3.837090 1.43 0.83 -0.37 0.18
F -22.816220 0.291800 -3.971070 -1.79 -1.83 1.17 0.06
F -24.486570 0.116920 -2.435850 0.91 0.41 -0.94 0.11
S -22.498290 -1.490020 -1.833940 -4.29 -8.31 -1.64 0.61
O -21.433970 -0.546490 -1.500260 5.73 6.32 1.57 -0.45
O -23.364460 -1.830580 -0.692890 1.81 1.83 -2.42 -0.23
O -21.949440 -2.674500 -2.568280 -1.01 3.75 1.65 -0.26
C -18.044540 -3.324430 1.687880 0.01 0.40 0.36 -0.63
F -18.605820 -4.106040 2.592230 0.18 0.32 -0.87 0.18
F -17.367670 -2.363940 2.307240 -0.60 1.18 0.52 0.13
F -17.117420 -3.921540 0.987880 -0.14 -1.31 -0.79 0.17
S -19.425900 -2.690730 0.481010 -5.08 -2.78 -1.80 0.70
O -19.301180 -1.203970 0.228730 1.31 2.83 -0.72 -0.44
O -19.290170 -3.383400 -0.801300 1.67 1.20 2.92 -0.28
O -20.733340 -3.012100 1.094670 3.85 1.40 -0.62 -0.26
O -17.990110 -11.297900 -2.997650 0.51 0.62 1.71 -0.29
S -17.358530 -10.626650 -1.872660 -0.54 0.39 -1.23 0.67
O -15.918510 -10.436460 -1.955690 -1.41 -0.02 0.84 -0.30
O -18.101180 -9.150490 -1.752500 0.78 -1.33 0.11 -0.29
C -17.310420 -7.959570 -1.670960 -1.41 1.00 0.64 -0.25
C -18.327000 -6.840990 -1.311630 0.12 -0.06 -1.30 -0.06
C -17.978720 -11.304510 -0.271810 0.03 -0.45 -1.73 -0.10
H -16.857560 -7.781980 -2.646400 0.18 0.12 0.19 0.12
H -16.580220 -7.963110 -0.861710 0.29 -0.58 -0.22 0.11
H -18.872370 -6.929830 -0.372070 0.54 -0.21 0.22 0.07
H -19.109800 -6.766850 -2.066490 0.00 -0.23 -0.17 0.08
H -17.818840 -5.880740 -1.399940 0.13 0.13 0.44 0.05
H -17.348890 -12.162620 -0.037150 0.43 0.58 0.60 0.08
H -18.917030 -11.804010 -0.512980 -0.23 0.46 -0.18 0.06
H -18.157870 -10.483080 0.421920 0.56 -0.41 0.14 0.05
O -18.557190 -5.608310 5.061860 -0.74 0.36 -0.08 -0.30
S -18.058100 -6.015690 6.329990 2.17 -2.20 0.83 0.62
O -18.067600 -5.169120 7.486630 -0.46 -0.16 -0.41 -0.28
O -18.652860 -7.520360 6.730530 -0.41 1.40 0.26 -0.29
C -19.740660 -7.592720 7.738010 0.32 -1.45 1.01 -0.20
C -19.584480 -8.921370 8.581250 1.81 0.49 -1.04 -0.06
C -16.342610 -6.624740 5.996380 -1.49 -0.73 0.09 -0.09
H -20.699050 -7.654480 7.222480 0.14 0.53 -0.09 0.11
H -19.649570 -6.756710 8.431470 -0.19 0.17 -0.38 0.10
H -19.713330 -9.806670 7.958560 -0.76 0.02 0.13 0.06
H -20.027190 -8.986130 9.575190 -0.81 0.31 -0.49 0.08
H -18.530290 -9.035870 8.833610 0.36 0.38 -0.01 0.07
H -16.485560 -7.240230 5.108210 0.18 0.40 -0.34 0.05
H -16.085330 -7.374840 6.744210 0.17 0.60 0.40 0.07
H -15.622540 -5.817670 5.861350 -0.30 -0.08 0.12 0.06
O -16.534930 0.332180 2.721660 3.26 -1.00 -1.80 -0.32
S -15.172620 0.056130 2.114300 -0.02 3.70 0.98 0.72
O -15.021720 -0.516550 0.807630 -0.77 -0.06 0.69 -0.26
O -14.363090 1.494150 1.931340 -1.39 -2.86 -1.52 -0.27
C -14.213630 2.496610 2.914850 -0.19 -0.17 -0.58 -0.27
C -15.506060 3.149550 3.261230 0.34 0.42 0.94 -0.07
C -14.033610 -0.665120 3.246890 -0.28 -0.61 -0.10 -0.09
H -13.652740 3.218210 2.320890 0.53 0.07 0.64 0.14
H -13.640830 2.075540 3.741110 -0.01 0.38 0.19 0.12
H -15.856210 3.710500 2.394730 -0.17 0.10 0.23 0.09
H -15.133560 3.802880 4.050230 -0.81 0.67 0.07 0.10
H -16.281340 2.508600 3.681010 0.22 0.00 -0.07 0.07
H -13.068550 -0.669650 2.740180 -0.20 -0.19 -0.26 0.10
H -14.417590 -1.674130 3.397080 0.32 -0.04 0.41 0.08
H -13.898980 -0.075230 4.153540 -0.60 -0.16 0.03 0.09
O -21.817800 -11.031580 1.602690 -0.56 -0.08 -0.67 -0.26
S -20.664570 -11.298900 2.373570 3.31 -0.51 2.92 0.71
O -19.732190 -12.435050 2.090390 -2.45 3.34 0.60 -0.31
O -19.759220 -9.880680 2.500120 1.08 -5.09 0.13 -0.31
C -20.298870 -8.662650 2.242820 -1.36 1.75 -0.49 -0.33
C -19.204400 -7.714620 2.669960 -0.02 -0.24 -0.21 -0.05
C -21.058060 -11.264880 4.221900 0.49 -0.14 -1.05 -0.08
H -21.203220 -8.518360 2.833950 -0.32 0.17 -0.15 0.12
H -20.511800 -8.661980 1.173820 -0.39 0.78 -0.03 0.12
H -18.434410 -7.898360 1.920650 0.45 0.63 0.21 0.07
H -18.853190 -8.076460 3.636310 0.12 0.18 0.03 0.07
H -19.500550 -6.672160 2.786910 0.03 -0.12 -0.34 0.07
H -20.123040 -11.227090 4.780830 0.24 -0.77 -0.41 0.06
H -21.679850 -12.131280 4.447330 0.07 0.22 0.11 0.07
H -21.478760 -10.306340 4.525760 -0.70 -0.10 -0.70 0.06
O -18.373610 1.374750 1.177030 -2.33 1.41 -2.16 -0.11
H -18.804980 1.748700 1.945340 -0.54 0.02 0.56 0.09
H -17.525970 1.070990 1.501800 1.46 -0.99 0.42 0.01
O -16.236310 -2.153200 -1.142700 -0.18 0.49 0.01 -0.03
H -16.437410 -3.032990 -1.461720 -0.45 -0.29 -0.13 0.07
H -15.286450 -2.076560 -1.232750 0.36 0.09 0.15 0.06
O -22.793950 -4.034360 2.441890 -0.46 -0.36 0.22 -0.05
H -22.429640 -4.234270 3.304180 0.00 -0.06 0.22 0.02
H -22.061470 -3.659300 1.952980 -0.09 0.08 -0.09 -0.05
O -16.843330 -2.017590 5.431290 0.03 0.11 0.12 -0.03
H -17.057170 -1.739860 4.540580 -0.25 0.10 -0.25 -0.02
H -15.937230 -2.321350 5.376950 0.20 -0.18 0.15 0.02
O -17.353850 0.364820 -0.911550 -2.14 1.68 -0.58 -0.09
H -17.097110 -0.549860 -0.794590 0.23 -2.00 0.06 0.01
H -16.568030 0.793120 -1.251090 0.32 0.48 -0.28 0.10
O -19.712850 -4.144730 -3.125480 0.11 -0.23 -1.06 -0.07
H -18.875270 -4.337040 -3.547030 0.13 -0.21 -0.26 0.03
H -19.482530 -3.927010 -2.222270 -0.28 -0.09 -0.15 -0.08
```
Positions in Å, forces in eV/Å.



Record 2
C3H7IN4O2S2 | the ωB97M-V functional and the def2-TZVPD basis

## Properties
net charge = 0
ΔE to the lowest compared entry with this formula, charge and spin = 18.9 kcal/mol

The geometry in XYZ format:
```
19
Properties=species:S:1:pos:R:3:forces:R:3:lowdin_charge:R:1
C 2.623766 0.175853 -0.844740 1.16 2.00 -1.29 -0.85
C -0.550418 -0.431686 -0.116055 -0.61 -2.00 -0.46 -0.65
C 2.757372 1.328222 -3.115165 -1.10 -0.44 1.53 -0.07
N 2.765018 0.968300 -1.727943 0.11 -0.82 0.92 0.00
N -1.140881 -2.376419 1.017175 -0.26 -0.52 0.80 0.04
N -0.956514 -1.122243 0.943457 1.30 1.72 -1.71 -0.46
N -3.110711 0.161503 1.785807 1.51 3.19 -1.30 -0.07
O -1.630017 -0.919624 3.350128 0.68 -0.98 1.08 -0.30
O -0.870878 1.286509 2.541891 -0.43 -1.62 -1.75 -0.26
S 2.734484 -0.588006 0.512709 -0.28 -0.93 0.85 0.68
S -1.503598 0.006611 2.292193 -2.94 0.56 1.15 0.66
I -0.393813 -1.428948 -2.021369 -0.03 0.75 1.52 0.79
H -0.474369 0.622033 -0.072203 0.02 0.73 0.05 0.03
H 2.206224 0.512960 -3.541545 -0.37 0.13 -1.18 0.07
H 3.709048 1.474214 -3.538592 1.49 -0.40 -0.26 0.07
H 2.311428 2.297749 -3.155419 -0.88 0.43 -0.48 0.08
H -1.240803 -2.685250 2.000098 -0.02 0.57 -0.59 0.07
H -3.810822 -0.413724 2.194241 -0.05 -0.53 0.59 0.06
H -3.424517 1.131943 1.495331 0.71 -1.86 0.55 0.11
```
Positions in Å, forces in eV/Å.



no.,E_tot (hartree)
1,-6362.9601
2,-1581.9228